Record 1
51
Properties=species:S:1:pos:R:3:forces:R:3:nbo_charge:R:1 method="wB97M-V/def2-TZVPD" charge=+2 homo_energy_ev=-13.99
K -2.7910 3.1013 4.1660 -0.128 -0.377 0.732 0.992
K -1.6743 4.7414 1.3496 0.306 0.418 -0.897 0.993
K -5.6435 -1.6565 2.7733 0.069 0.036 -0.208 0.998
N -1.8220 2.1004 1.8356 1.626 -1.852 0.786 -1.292
S -0.4494 1.1270 2.0392 4.344 0.942 1.881 2.381
O 0.4544 1.2317 0.9018 -2.382 -0.968 1.923 -0.802
O -0.5931 0.0193 2.9815 -0.883 0.999 -2.822 -0.857
F 0.2904 2.1160 3.1060 -0.927 0.601 -0.733 -0.519
S -2.7813 1.1290 1.0661 -5.787 -0.678 -3.550 2.422
O -3.9220 0.5608 1.8571 2.753 1.334 -0.775 -0.978
O -2.2643 0.3351 -0.0131 0.421 0.169 1.987 -0.829
F -3.5377 2.3028 0.1738 0.542 -0.602 1.579 -0.512
C -1.1633 1.4601 -3.2940 1.619 1.688 2.229 -0.648
C -1.7278 2.6635 -3.9670 -2.360 -1.471 -2.075 0.063
C -2.1429 2.2623 -5.3942 0.701 -0.592 -1.003 -0.100
O -3.4856 2.6049 -5.5171 -1.822 1.030 -0.123 -0.477
C -4.0136 2.8559 -4.3004 -0.771 0.533 -0.869 0.972
O -5.1551 3.0694 -4.0257 0.047 -0.291 -0.481 -0.586
O -3.0562 2.8980 -3.4043 1.931 0.376 1.777 -0.516
H -0.7853 1.9596 -2.4020 0.535 -0.512 0.746 0.199
H -0.2429 1.1091 -3.7605 -0.455 -0.439 -0.218 0.254
H -1.8712 0.7535 -2.8608 -0.114 -0.193 -1.002 0.237
H -1.1643 3.5966 -3.9597 0.139 -0.262 0.304 0.204
H -2.1742 1.1975 -5.6251 0.757 -0.353 0.685 0.188
H -1.5337 2.6791 -6.1962 -0.181 0.518 0.110 0.210
C 4.1076 -1.3426 -0.6501 -1.420 0.853 -0.245 -0.631
C 3.5296 -0.7250 -1.9394 0.345 -0.455 0.372 0.069
C 2.0014 -0.6268 -2.0780 1.470 0.301 0.496 -0.095
O 1.9277 0.6829 -2.7060 -5.152 -1.973 -0.890 -0.497
C 3.0219 1.3307 -2.7264 2.936 3.558 -1.834 0.974
O 3.2468 2.4134 -3.2887 -1.049 -2.764 1.825 -0.604
O 3.9133 0.6068 -2.0976 2.792 1.506 1.372 -0.488
H 5.1504 -1.0736 -0.4821 0.151 -0.910 -0.562 0.254
H 3.7370 -2.3676 -0.6337 1.074 -0.398 -0.047 0.224
H 3.6362 -0.9330 0.2433 -0.434 0.502 -0.104 0.205
H 3.9607 -1.1381 -2.8513 -0.134 -1.052 0.197 0.192
H 1.4863 -0.5871 -1.1183 -0.045 0.125 -0.039 0.186
H 1.6660 -1.4893 -2.6540 -0.530 0.677 -0.480 0.213
C 1.7990 -3.6940 2.9690 -1.559 -1.134 -0.222 -0.640
C 1.1009 -2.8112 4.0429 1.633 -0.609 -3.610 0.071
C -0.3530 -3.0355 4.4220 1.769 -0.787 -3.871 -0.101
O -0.2897 -2.9428 5.7561 -2.968 0.209 3.233 -0.480
C 0.9372 -2.8861 6.2201 2.747 3.196 4.980 0.966
O 1.3065 -2.5094 7.3559 -2.022 -2.120 -3.605 -0.571
O 1.7786 -3.0099 5.2261 1.743 -0.180 0.122 -0.460
H 2.8867 -3.6262 2.9494 -0.226 0.180 0.226 0.247
H 1.4013 -3.6155 1.9572 0.080 1.275 -0.226 0.212
H 1.4785 -4.7335 3.0381 0.513 -0.439 1.031 0.217
H 1.2355 -1.8251 3.5985 0.150 0.671 0.912 0.168
H -0.5652 -4.0381 4.0508 -0.897 -0.095 0.295 0.184
H -0.8512 -2.2409 3.8666 -0.951 -0.191 0.693 0.187

Record 2
91
Properties=species:S:1:pos:R:3:forces:R:3:mulliken_charge:R:1 method="wB97M-V/def2-TZVPD" charge=+1 homo_energy_ev=-10.58
C 5.5249 -2.0699 2.1371 -0.945 1.165 0.652 -1.054
C 4.4194 -1.4185 1.0649 0.200 -2.259 1.558 0.036
O 5.1075 -0.3123 0.3932 -2.697 1.282 -1.582 -0.346
P 4.0155 0.8812 -0.2504 -0.898 2.801 3.928 0.822
O 3.0476 1.3095 0.9110 2.124 -1.846 -3.733 -0.597
C 3.1831 0.3255 -1.8745 0.971 -0.153 -1.444 -1.010
C 1.8391 1.1655 -2.3185 4.508 0.190 -2.647 -0.848
N 0.7025 1.2938 -1.4415 -2.483 3.233 -5.431 0.946
C 0.0583 2.5795 -1.9589 -0.464 -1.660 3.799 -1.294
N 0.0180 3.2203 -3.1545 0.555 0.056 1.367 -0.055
N -0.7588 2.9008 -0.7139 2.228 -0.096 -2.172 0.056
P 0.4793 3.4022 0.3951 5.397 3.328 -0.044 0.407
O 1.8794 3.8586 -0.2665 -5.084 -1.664 0.570 -0.613
C -1.4914 1.5419 -0.5726 -1.575 1.960 0.405 0.689
C -1.6991 1.4664 1.0221 -1.043 -1.230 2.113 -2.127
C -2.9397 0.5057 1.5824 0.801 1.128 1.748 0.444
C -2.9378 0.7950 3.2339 -1.013 -0.709 -0.743 -0.603
C -1.9494 -0.1991 4.0734 -2.908 -2.716 6.295 0.393
O -2.5010 -0.8072 5.1592 3.846 3.870 -7.238 -0.549
O -0.5237 -0.4389 3.7978 -2.374 2.421 1.248 -0.366
C -2.8861 2.1025 -1.3084 0.396 1.975 -0.011 -1.151
Br -4.3520 0.8291 -1.6125 0.988 -0.237 0.153 0.001
C -3.5450 3.4115 -0.5197 -1.633 -0.107 -1.216 -0.135
C -4.9855 3.7251 -1.3107 0.308 1.926 0.634 -1.016
C -0.5601 0.4073 -1.4088 0.290 -0.468 2.048 2.737
C -0.0515 -0.6898 -0.3233 -0.959 0.267 1.469 0.235
C 0.9028 -1.9119 -0.6734 1.349 -1.702 1.136 1.247
C 0.9734 -2.6108 -2.1120 0.778 -1.058 -5.490 0.126
N 0.6887 -4.1312 -2.1949 -0.808 3.302 1.342 -0.535
O 1.3200 -2.1131 -3.3071 -2.019 -1.608 7.094 -0.546
C -1.1870 -0.0422 -2.8524 1.767 1.370 -1.584 -0.678
C -1.9922 -1.3882 -3.0683 -0.218 -1.840 -1.556 -0.677
C -2.6746 -2.2771 -1.9097 -7.994 -1.302 -0.843 0.047
O -4.0313 -2.4187 -1.9828 8.073 1.361 0.510 -0.567
N -1.9973 -3.2008 -0.9812 -0.587 -0.242 -0.555 0.147
C -2.4863 -3.4412 0.3749 -0.791 -1.884 6.101 0.237
C -1.3930 -4.2418 1.3701 -2.695 0.836 1.655 -0.103
C -1.7113 -4.6162 2.9317 -2.418 1.795 -2.138 -0.494
C -3.1443 -4.2384 3.6330 1.060 0.915 -4.504 -0.410
C -4.2665 -3.5003 2.6774 4.368 -1.100 -0.894 -0.495
C -3.9091 -3.1306 1.1115 1.875 -1.059 1.290 -0.236
O 4.9355 2.3411 -0.6768 -0.255 -4.431 0.701 -0.338
C 6.3404 2.2115 -0.2712 2.173 1.510 0.929 -0.377
C 6.4671 2.4431 1.3645 -0.249 1.179 -0.229 -0.687
H 5.3389 -1.4755 3.1505 0.558 -1.318 -2.103 0.264
H 5.2781 -3.1927 2.3561 0.672 2.143 -0.642 0.322
H 6.6315 -1.8550 1.8249 -2.241 -0.708 0.346 0.277
H 3.4965 -1.1229 1.7187 1.729 0.029 -1.463 0.233
H 4.0405 -2.2756 0.3320 1.067 1.962 1.082 0.146
H 3.1139 -0.8328 -1.9747 -0.112 2.153 0.396 0.333
H 3.9822 0.6299 -2.7152 -1.751 -0.636 1.841 0.518
H 2.3146 2.2648 -2.4291 -1.215 -2.374 0.539 0.520
H 1.6648 0.8626 -3.4609 -0.051 0.197 2.610 0.151
H -0.4112 2.7460 -3.9848 1.479 0.425 0.885 0.335
H 0.3996 4.2132 -3.1871 -1.422 -1.486 0.051 0.377
H 0.0007 4.6336 1.0468 -0.281 -1.452 -0.581 0.158
H 0.8356 2.5296 1.4773 -0.787 -0.019 -0.794 0.097
H -1.9643 2.5180 1.5301 0.662 -1.976 -1.812 0.810
H -0.7743 1.1029 1.6730 -1.731 0.587 -1.899 0.035
H -4.0026 0.8695 1.2564 2.226 -0.976 0.184 0.417
H -2.7404 -0.6364 1.4667 -0.633 2.118 -0.201 -0.411
H -4.0569 0.5498 3.5672 2.785 0.310 -0.290 0.319
H -2.7951 1.9474 3.4643 0.168 -2.456 -0.350 0.375
H -0.0456 0.1682 4.4645 -0.954 -1.481 -1.286 0.342
H -2.6500 2.5531 -2.3920 -0.240 -1.217 2.418 0.504
H -3.8403 3.1901 0.5905 0.896 0.417 -2.107 0.107
H -2.9173 4.3993 -0.6526 -0.937 -2.367 0.512 0.227
H -5.1532 4.8951 -1.1549 0.216 -2.464 -0.344 0.376
H -4.9052 3.5760 -2.4742 -0.260 0.027 2.411 0.253
H -5.9052 3.2024 -0.8122 1.914 0.784 -1.278 0.284
H -0.9954 -1.0984 0.2594 1.920 0.644 -1.347 -1.369
H 0.5688 -0.0517 0.4788 -1.453 -1.391 -1.839 0.414
H 0.6061 -2.7785 0.1027 0.511 1.982 -1.873 -0.022
H 2.0206 -1.6701 -0.3231 -2.429 -0.310 -1.111 -0.992
H -0.0859 -4.2534 -2.9000 1.452 0.023 0.825 0.351
H 0.3714 -4.4856 -1.2533 0.307 0.548 -1.512 0.252
H -1.7926 0.8302 -3.4106 1.009 -1.735 1.913 0.303
H -0.2453 -0.1029 -3.5929 -1.852 -0.223 1.835 0.198
H -2.8408 -1.1739 -3.8876 1.671 -0.508 2.348 0.279
H -1.2887 -2.1595 -3.6591 -1.275 1.642 1.518 0.424
H -1.9438 -4.1414 -1.4770 0.019 1.630 0.757 0.504
H -0.3179 -4.5517 0.9581 -2.632 0.714 0.928 0.065
H -0.8588 -5.1558 3.5690 -2.146 1.350 -1.632 0.286
H -3.2899 -4.5087 4.7740 0.116 0.730 -2.756 0.310
H -5.3019 -3.2212 3.1470 2.228 -0.546 -1.243 0.323
H -4.7310 -2.5781 0.4946 1.729 -1.210 1.235 0.327
H 6.9113 3.1400 -0.7586 -1.424 -2.085 0.885 0.282
H 6.8937 1.2588 -0.6641 -1.411 1.561 0.817 0.271
H 7.5217 2.1854 1.8013 -2.026 0.251 -1.021 0.299
H 5.6118 1.9204 1.9692 1.741 0.795 -1.283 0.190
H 6.3225 3.6168 1.5223 0.241 -2.583 -0.258 0.273